Record 1
ORCA calculation (ωB97M-V with the def2-TZVPD basis set) on C11H28Cl3GeN7O2PdSSi as an isolated structure.

Last column: Mulliken spin population.
CARTESIAN COORDINATES (ANGSTROEM)
Pd -0.19 0.53 0.12  0.475
Cl -1.82 -1.98 -3.07  0.050
Ge -1.40 -1.54 -0.74  0.078
Cl -1.30 -3.77 -0.16  0.025
Cl -3.68 -1.29 -0.23  0.016
N -3.63 0.51 -2.79  -0.002
C -3.09 1.78 -3.34  0.006
C -1.68 2.00 -2.75  0.006
O -1.04 2.95 -3.23  -0.001
O -1.38 1.18 -1.85  0.040
H -4.58 0.30 -3.09  -0.001
H -3.61 0.51 -1.76  0.000
H -3.02 -0.30 -3.03  -0.003
H -3.74 2.60 -3.06  0.000
H -3.04 1.71 -4.42  0.000
C -2.15 0.70 3.05  0.009
Si -0.59 -0.33 3.28  -0.024
C 0.09 0.11 4.99  0.016
C -1.11 -2.15 3.39  0.013
C 0.66 -0.07 1.96  0.322
H -2.81 0.65 3.91  0.001
H -2.70 0.37 2.17  0.003
H -1.87 1.75 2.88  0.001
H -0.65 -0.06 5.78  0.001
H 0.38 1.16 5.03  0.000
H 0.97 -0.49 5.22  0.002
H -1.91 -2.28 4.11  0.000
H -0.26 -2.76 3.73  0.000
H -1.45 -2.54 2.43  -0.002
H 1.29 -0.96 1.85  -0.103
H 1.32 0.76 2.26  -0.024
N 1.64 -3.50 1.13  -0.001
C 2.80 -2.85 1.36  0.007
N 3.28 -2.91 2.64  0.000
N 3.49 -2.19 0.48  0.001
C 2.91 -2.01 -0.70  -0.001
N 2.42 -1.83 -1.74  0.001
H 0.99 -3.61 1.89  0.000
H 1.18 -3.36 0.24  0.000
H 3.02 -3.69 3.21  0.000
H 4.20 -2.53 2.76  0.000
C 3.97 1.26 -1.04  0.001
N 2.77 1.59 -0.30  0.006
C 1.72 2.31 -0.74  0.019
S 0.61 2.97 0.39  0.065
N 1.55 2.49 -2.06  0.004
C 1.83 1.44 -3.04  0.000
H 4.77 1.08 -0.32  0.000
H 4.26 2.10 -1.68  0.000
H 3.85 0.37 -1.65  -0.001
H 2.73 1.39 0.68  -0.003
H 0.69 2.99 -2.28  -0.001
H 2.80 1.56 -3.52  0.001
H 1.06 1.51 -3.80  -0.001
H 1.77 0.45 -2.59  0.002

The spin multiplicity is 2. As for the net charge: -1. The expectation value of S² is 0.76. The energy relative to the best compared isomer or geometry (same formula, charge and spin) comes out at 0.0 kJ/mol. For the HOMO energy (spin up / spin down), the calculation gives -2.8 / -4.8 eV. The calculation puts the largest force on an atom at 0.010 Eh/bohr.

---

Record 2
ORCA calculation (ωB97M-V with the def2-TZVPD basis set) on C4H6B2O4S in the gas phase.

Last column: Löwdin charge in e.
CARTESIAN COORDINATES (ANGSTROEM)
B 0.21 1.66 0.10  -0.880
B -1.17 -1.27 0.05  -0.705
C 2.78 0.55 0.08  -0.251
C 3.02 -0.86 -0.03  -0.377
C 1.71 1.30 0.22  0.271
C 0.30 -0.84 -0.08  -0.222
O -0.06 2.06 -1.19  0.107
O -0.61 1.63 1.15  0.162
O -1.39 -2.54 0.58  0.116
O -2.21 -0.35 -0.29  0.123
S 1.57 -1.90 -0.23  1.030
H 3.77 1.08 -0.03  0.138
H 3.83 -1.35 -0.50  0.017
H -1.00 2.18 -1.56  0.149
H -1.49 1.55 0.67  0.135
H -2.33 -2.83 0.46  0.127
H -3.02 -0.59 0.05  0.061

The energy relative to the best compared isomer or geometry (same formula, charge and spin) comes out at 256.8 kJ/mol. For the HOMO energy (spin up / spin down), the calculation gives -7.4 / -7.5 eV. The calculation puts the largest force on an atom at 0.072 Eh/bohr.

---

Record 3
ORCA calculation (ωB97M-V with the def2-TZVPD basis set) on a 12-piece molecular cluster, C28H77N11O16 overall.

Last column: Löwdin charge in e.
CARTESIAN COORDINATES (ANGSTROEM)
C 29.42 9.44 -3.13  -0.111
C 30.48 10.44 -3.63  -0.717
C 30.60 10.38 -5.21  -0.108
O 30.14 11.71 -3.26  -0.347
H 28.57 9.66 -3.77  0.056
H 29.16 9.55 -2.08  0.062
H 29.63 8.36 -3.22  0.019
H 31.42 10.11 -3.16  0.077
H 30.84 9.39 -5.61  0.024
H 31.36 11.04 -5.63  0.042
H 29.69 10.82 -5.62  0.054
C 24.43 8.03 -5.30  -0.097
C 25.18 9.33 -4.92  -0.612
C 25.24 10.17 -6.22  -0.083
O 24.56 10.08 -3.94  -0.282
H 24.97 7.47 -6.07  0.036
H 23.44 8.13 -5.74  0.049
H 24.25 7.28 -4.53  0.058
H 26.22 9.08 -4.64  0.106
H 25.75 9.56 -6.97  0.039
H 25.84 11.07 -6.10  0.062
H 24.22 10.47 -6.47  0.059
C 28.41 12.31 -10.37  -0.024
C 28.33 11.77 -11.80  -0.483
C 29.58 10.89 -12.11  -0.155
C 29.63 9.55 -11.43  -0.177
C 28.35 8.75 -11.74  -0.141
C 27.01 9.50 -11.47  -0.453
N 27.09 10.91 -11.97  -0.116
O 25.90 11.61 -11.92  -0.018
C 25.88 8.73 -12.21  -0.032
C 26.73 9.39 -9.96  -0.044
C 28.32 12.94 -12.78  -0.053
H 28.52 11.55 -9.59  0.066
H 27.43 12.75 -10.19  0.084
H 29.18 13.07 -10.25  0.086
H 29.62 10.83 -13.20  0.109
H 30.46 11.45 -11.79  0.118
H 29.53 9.75 -10.36  0.110
H 30.50 9.01 -11.79  0.114
H 28.52 7.87 -11.13  0.117
H 28.45 8.40 -12.77  0.106
H 25.57 7.74 -11.86  0.080
H 24.99 9.36 -12.22  0.072
H 26.22 8.53 -13.22  0.071
H 25.68 9.60 -9.74  0.068
H 26.88 8.40 -9.52  0.065
H 27.39 9.88 -9.24  0.072
H 29.23 13.49 -12.52  0.082
H 27.52 13.68 -12.83  0.079
H 28.42 12.59 -13.81  0.076
H 25.69 11.65 -12.86  0.101
C 22.79 2.37 -4.90  -0.188
C 23.32 1.36 -3.85  -0.239
O 22.78 1.49 -2.54  -0.059
O 23.40 3.66 -4.69  -0.099
H 21.71 2.46 -4.91  0.122
H 23.21 2.00 -5.84  0.116
H 24.38 1.58 -3.70  0.101
H 23.22 0.37 -4.31  0.108
H 23.08 0.79 -1.96  0.076
H 24.23 3.69 -5.18  0.060
C 21.23 10.62 -5.40  -0.222
C 19.91 10.15 -4.78  -0.217
O 19.21 9.20 -5.58  -0.083
O 22.06 11.39 -4.54  -0.124
H 21.12 11.14 -6.36  0.119
H 21.80 9.73 -5.69  0.097
H 19.25 11.00 -4.58  0.114
H 20.21 9.66 -3.85  0.092
H 18.67 8.59 -5.08  0.082
H 22.79 10.84 -4.19  0.053
C 21.35 5.34 -7.16  -0.213
C 20.13 6.15 -7.56  -0.213
O 20.33 7.59 -7.45  -0.100
O 21.23 5.11 -5.73  -0.103
H 22.34 5.75 -7.32  0.096
H 21.34 4.46 -7.81  0.107
H 19.23 5.86 -7.02  0.111
H 19.81 6.05 -8.60  0.110
H 20.44 7.75 -6.51  0.038
H 22.04 4.73 -5.34  0.029
C 27.07 3.71 -5.90  -0.200
C 27.24 2.93 -7.22  -0.239
O 27.81 1.70 -6.91  -0.083
O 26.00 3.19 -5.11  -0.071
H 27.06 4.80 -5.95  0.119
H 28.03 3.69 -5.38  0.110
H 28.09 3.26 -7.83  0.122
H 26.26 2.77 -7.68  0.123
H 27.19 0.97 -6.81  0.081
H 26.13 2.25 -4.96  0.080
C 25.23 15.44 -7.51  -0.715
O 25.53 16.04 -6.48  0.018
N 25.11 14.11 -7.58  0.177
N 24.72 16.16 -8.52  0.128
H 24.60 13.79 -8.39  0.096
H 25.27 13.66 -6.69  0.081
H 24.97 17.13 -8.63  0.093
H 24.06 15.75 -9.16  0.082
C 23.40 14.55 -4.63  -0.688
O 23.91 15.62 -4.42  0.017
N 24.11 13.38 -4.67  0.152
N 22.08 14.20 -4.57  0.140
H 23.69 12.48 -4.87  0.060
H 25.12 13.34 -4.61  0.114
H 21.90 13.28 -4.94  0.054
H 21.34 14.80 -4.26  0.088
C 30.09 5.81 -6.14  -0.718
O 29.31 6.07 -7.05  0.002
N 30.17 6.63 -5.08  0.172
N 30.92 4.73 -6.07  0.146
H 29.58 7.45 -5.12  0.093
H 30.67 6.28 -4.28  0.096
H 31.47 4.72 -5.23  0.089
H 30.67 3.99 -6.71  0.097
C 24.07 6.37 -9.19  -0.715
O 23.46 5.35 -9.60  -0.045
N 23.48 7.55 -9.03  0.198
N 25.33 6.28 -8.73  0.177
H 22.51 7.70 -9.24  0.112
H 24.10 8.31 -8.82  0.085
H 25.60 7.00 -8.08  0.078
H 25.74 5.36 -8.75  0.100
C 21.58 8.24 -2.08  -0.731
O 22.29 9.08 -1.56  0.045
N 21.85 7.60 -3.24  0.187
N 20.32 8.05 -1.66  0.130
H 21.20 6.98 -3.67  0.084
H 22.67 7.82 -3.80  0.059
H 19.72 7.59 -2.32  0.082
H 19.99 8.61 -0.89  0.102

As for the net charge: -2. For the HOMO energy, the calculation gives -0.5 eV. The calculation puts the largest force on an atom at 0.075 Eh/bohr.

---

Record 4
ORCA calculation (ωB97M-V with the def2-TZVPD basis set) on C8H7Cl3N2 in the gas phase.

Last column: Löwdin charge in e.
CARTESIAN COORDINATES (ANGSTROEM)
C 1.55 0.84 1.42  -0.327
C 1.76 -0.61 -0.44  -0.737
C 2.15 0.45 0.22  -0.718
C -0.71 -0.97 -0.67  -0.402
C 0.61 -1.54 -0.18  -0.678
C -1.14 1.18 0.43  -0.050
C -1.11 -1.25 -2.05  -0.055
C -1.68 1.89 1.65  -0.065
N 1.20 1.28 2.42  0.196
N -1.14 0.09 -0.04  0.091
Cl 2.51 -0.95 -1.94  0.751
Cl 3.22 1.54 -0.58  0.701
Cl 0.57 -1.87 1.55  0.716
H 0.83 -2.48 -0.79  0.115
H -1.58 -0.29 -2.42  0.096
H -1.92 -2.05 -1.92  0.106
H -0.18 -1.49 -2.62  0.067
H -1.66 1.29 2.59  0.091
H -2.53 2.41 1.49  0.026
H -0.75 2.52 1.87  0.073

The energy relative to the best compared isomer or geometry (same formula, charge and spin) comes out at 324.8 kJ/mol. For the HOMO energy, the calculation gives -7.5 eV. The calculation puts the largest force on an atom at 0.115 Eh/bohr.

---

Record 5
ORCA calculation (ωB97M-V with the def2-TZVPD basis set) on C20H54F6NO13S2V as an isolated structure.

Last column: Mulliken spin population.
CARTESIAN COORDINATES (ANGSTROEM)
V -5.03 -0.39 -4.75  2.931
C -5.96 -4.63 -5.58  0.003
F -6.07 -4.20 -6.83  0.000
F -7.17 -4.87 -5.08  0.000
F -5.24 -5.79 -5.52  0.000
S -4.80 -3.47 -4.55  0.040
O -4.08 -4.21 -3.53  0.000
O -3.90 -2.78 -5.45  0.004
N -5.83 -2.12 -4.03  -0.032
S -6.33 -2.77 -2.60  0.008
O -6.70 -4.21 -2.55  -0.003
O -5.51 -2.30 -1.50  0.009
C -8.00 -1.82 -2.32  0.013
F -8.69 -1.75 -3.40  0.000
F -8.81 -2.51 -1.42  0.000
F -7.75 -0.66 -1.81  0.007
C -7.85 -1.59 -7.26  0.001
C -7.11 -0.31 -6.90  -0.049
O -5.87 -0.79 -6.68  0.002
H -7.84 -2.22 -6.37  0.000
H -7.45 -2.16 -8.09  0.000
H -8.87 -1.29 -7.51  0.001
H -7.48 -0.06 -5.91  0.041
H -7.17 0.43 -7.70  -0.002
H -5.55 -1.02 -7.56  0.004
C -1.95 -6.90 -4.03  0.000
C -0.63 -6.16 -4.03  0.000
O 0.17 -6.48 -5.17  0.000
H -2.34 -6.70 -5.03  0.000
H -2.60 -6.65 -3.19  0.000
H -1.83 -7.98 -4.05  0.000
H 0.02 -6.44 -3.20  0.000
H -0.84 -5.09 -4.01  0.000
H -0.18 -6.01 -5.93  0.000
C -3.66 0.27 -1.42  0.024
C -2.87 0.32 -2.74  -0.010
O -3.29 -0.79 -3.44  -0.016
H -4.72 0.48 -1.61  -0.003
H -3.28 0.98 -0.69  0.002
H -3.59 -0.64 -0.84  -0.001
H -1.85 0.10 -2.43  0.007
H -2.85 1.28 -3.26  -0.011
H -2.55 -1.40 -3.34  0.010
C -5.30 -6.23 1.11  0.000
C -4.41 -6.19 -0.07  0.000
O -3.18 -5.45 0.13  0.000
H -5.69 -5.27 1.44  0.000
H -4.79 -6.57 2.01  0.000
H -6.16 -6.89 1.11  0.000
H -5.02 -5.86 -0.91  0.000
H -4.25 -7.25 -0.28  0.000
H -2.46 -6.05 -0.07  0.000
C -11.83 -3.86 -0.78  0.000
C -11.55 -5.09 0.09  0.000
O -12.16 -6.18 -0.47  0.000
H -11.40 -2.97 -0.33  0.000
H -12.89 -3.65 -0.77  0.000
H -11.55 -3.98 -1.82  0.000
H -12.03 -5.03 1.07  0.000
H -10.47 -5.17 0.17  0.000
H -12.42 -6.72 0.28  0.000
C -10.10 1.59 -3.71  0.002
C -9.91 3.11 -3.77  0.000
O -10.04 3.40 -5.17  0.000
H -9.47 1.04 -4.41  0.000
H -11.09 1.22 -3.97  0.000
H -9.81 1.22 -2.73  0.000
H -8.92 3.45 -3.49  0.000
H -10.70 3.62 -3.21  0.000
H -9.18 3.15 -5.52  0.000
C -11.17 0.08 0.92  0.000
C -9.64 0.08 1.06  0.000
O -9.18 1.21 1.81  0.000
H -11.61 0.83 0.26  0.000
H -11.63 0.20 1.90  0.000
H -11.42 -0.87 0.45  0.000
H -8.96 -0.07 0.22  0.000
H -9.44 -0.79 1.69  0.000
H -9.58 1.27 2.68  0.000
C -0.99 0.70 -6.21  0.002
C -2.31 0.29 -6.82  -0.014
O -3.46 0.66 -6.00  0.005
H -0.88 0.28 -5.21  0.000
H -0.99 1.79 -6.11  0.000
H -0.13 0.48 -6.84  0.000
H -2.55 -0.77 -6.73  0.016
H -2.35 0.49 -7.89  0.002
H -3.57 1.60 -5.87  0.009
C -2.79 -5.00 -7.87  0.000
C -1.35 -4.50 -7.48  0.000
O -0.41 -5.47 -7.65  0.000
H -3.05 -5.84 -7.23  0.000
H -2.85 -5.43 -8.87  0.000
H -3.46 -4.15 -7.96  0.000
H -1.26 -4.09 -6.48  0.000
H -1.10 -3.72 -8.21  0.000
H -0.41 -5.68 -8.58  0.000

The spin multiplicity is 4. As for the net charge: +1. The expectation value of S² is 3.75. The energy relative to the best compared isomer or geometry (same formula, charge and spin) comes out at 161.1 kJ/mol. For the HOMO energy (spin up / spin down), the calculation gives -11.5 / -11.5 eV. The calculation puts the largest force on an atom at 0.099 Eh/bohr.

---

Record 6
ORCA calculation (ωB97M-V with the def2-TZVPD basis set) on a 2-piece molecular cluster, C2H4BrCl overall.

Last column: Löwdin charge in e.
CARTESIAN COORDINATES (ANGSTROEM)
C 0.42 0.49 0.27  -0.790
C -0.46 -0.58 -0.39  -0.738
Cl -0.31 2.07 0.13  0.519
Br 0.50 -2.26 -0.47  0.597
H 1.40 0.73 -0.22  0.048
H 0.57 0.45 1.70  0.192
H -0.80 -0.23 -1.43  0.083
H -1.30 -0.67 0.41  0.090

The energy relative to the best compared isomer or geometry (same formula, charge and spin) comes out at 168.8 kJ/mol. For the HOMO energy, the calculation gives -10.5 eV. The calculation puts the largest force on an atom at 0.094 Eh/bohr.

---

Record 7
ORCA calculation (ωB97M-V with the def2-TZVPD basis set) on a 10-piece molecular cluster, C27H63ClN9O13 overall.

Last column: Löwdin charge in e.
CARTESIAN COORDINATES (ANGSTROEM)
Cl 23.00 -11.65 9.95  0.631
O 22.35 -10.68 10.79  -0.351
O 24.41 -11.73 10.24  -0.380
O 22.32 -12.90 10.12  -0.327
O 22.94 -11.24 8.57  -0.375
C 16.03 -9.19 7.32  -0.005
C 16.86 -9.74 8.47  -0.530
O 16.39 -9.69 9.62  0.011
N 18.15 -10.03 8.25  0.019
C 19.13 -10.48 9.23  -0.053
H 15.22 -8.60 7.74  0.076
H 15.67 -9.98 6.65  0.072
H 16.69 -8.56 6.72  0.056
H 18.58 -9.86 7.34  0.060
H 19.40 -9.72 9.96  0.074
H 20.02 -10.72 8.65  0.068
H 18.79 -11.33 9.82  0.092
C 25.89 -14.29 12.25  0.008
C 25.72 -14.69 13.69  -0.545
O 24.62 -14.99 14.11  0.032
N 26.86 -14.74 14.41  0.022
C 26.92 -15.18 15.80  -0.062
H 26.87 -13.89 12.00  0.054
H 25.15 -13.51 12.07  0.066
H 25.70 -15.10 11.55  0.098
H 27.72 -14.38 14.03  0.134
H 27.55 -16.07 15.86  0.075
H 25.96 -15.56 16.18  0.080
H 27.34 -14.44 16.48  0.081
C 20.80 -14.32 7.10  -0.003
C 19.56 -13.69 6.63  -0.574
O 18.56 -13.75 7.34  0.041
N 19.56 -13.18 5.38  0.011
C 18.48 -12.35 4.94  -0.086
H 20.62 -15.39 6.98  0.096
H 20.98 -14.21 8.17  0.083
H 21.63 -13.94 6.50  0.062
H 20.41 -13.22 4.84  0.127
H 17.94 -11.87 5.76  0.077
H 17.71 -12.95 4.45  0.081
H 18.80 -11.55 4.27  0.072
C 21.33 -9.96 5.47  0.022
C 20.32 -8.84 5.68  -0.530
O 19.15 -9.12 5.82  0.014
N 20.77 -7.57 5.71  0.034
C 19.92 -6.38 5.72  -0.057
H 21.01 -10.58 4.64  0.070
H 21.36 -10.56 6.38  0.072
H 22.34 -9.62 5.22  0.073
H 21.76 -7.39 5.63  0.134
H 20.17 -5.69 4.91  0.080
H 19.92 -5.86 6.68  0.079
H 18.87 -6.62 5.54  0.080
C 25.20 -8.88 7.48  -0.010
C 24.50 -7.71 8.04  -0.582
O 24.90 -6.56 7.82  0.010
N 23.37 -7.97 8.70  0.027
C 22.49 -6.95 9.33  -0.037
H 24.60 -9.63 6.96  0.069
H 25.66 -9.51 8.24  0.074
H 25.98 -8.61 6.77  0.084
H 23.08 -8.93 8.83  0.088
H 21.70 -7.44 9.90  0.082
H 22.13 -6.30 8.54  0.068
H 23.12 -6.36 10.00  0.082
C 22.04 -13.32 17.29  0.001
C 21.84 -12.62 15.96  -0.560
O 21.07 -11.69 15.89  0.030
N 22.51 -13.12 14.88  0.024
C 22.29 -12.65 13.55  -0.084
H 22.75 -14.12 17.09  0.067
H 21.09 -13.65 17.71  0.083
H 22.49 -12.57 17.93  0.082
H 23.20 -13.86 14.98  0.083
H 21.63 -13.32 13.01  0.098
H 23.26 -12.51 13.05  0.067
H 21.75 -11.70 13.49  0.051
C 19.18 -10.72 12.91  0.010
C 18.34 -9.46 13.08  -0.519
O 17.25 -9.37 12.48  0.003
N 18.75 -8.43 13.85  0.004
C 19.96 -8.29 14.70  -0.059
H 19.90 -10.70 12.09  0.059
H 18.53 -11.57 12.69  0.094
H 19.74 -10.89 13.83  0.043
H 18.14 -7.63 13.93  0.124
H 19.75 -7.45 15.35  0.076
H 20.88 -8.12 14.14  0.064
H 19.97 -9.17 15.35  0.073
C 26.89 -10.25 11.97  0.003
C 25.93 -9.82 13.08  -0.563
O 26.40 -9.42 14.14  0.006
N 24.62 -9.84 12.86  0.025
C 23.61 -9.47 13.82  -0.055
H 26.87 -11.34 11.99  0.061
H 27.89 -9.86 12.15  0.079
H 26.63 -9.87 10.98  0.068
H 24.37 -10.19 11.95  0.082
H 23.46 -10.31 14.50  0.079
H 22.70 -9.24 13.27  0.069
H 23.90 -8.59 14.39  0.089
C 27.62 -12.99 9.02  0.000
C 26.86 -13.84 8.07  -0.583
O 27.47 -14.46 7.20  0.014
N 25.53 -13.78 8.13  0.037
C 24.68 -14.50 7.18  -0.045
H 28.64 -12.86 8.66  0.085
H 27.64 -13.48 10.00  0.062
H 27.24 -11.98 9.13  0.073
H 25.11 -13.19 8.83  0.086
H 25.06 -14.32 6.17  0.085
H 23.64 -14.17 7.21  0.050
H 24.64 -15.56 7.42  0.086

As for the net charge: -1. The energy relative to the best compared isomer or geometry (same formula, charge and spin) comes out at 55.8 kJ/mol. For the HOMO energy, the calculation gives -6.3 eV. The calculation puts the largest force on an atom at 0.056 Eh/bohr.